The following is a quantum chemistry calculation of an isolated molecule of C5H9N at a distorted geometry, from the OMol25 dataset.

XYZ file:
```
15
Properties=species:S:1:pos:R:3
H -2.39 0.21 0.72
H -1.83 1.73 -0.02
H 0.25 -0.71 -1.94
H 1.41 0.27 -0.37
H -1.50 -0.59 -1.71
H 3.58 -0.62 0.51
N 2.78 -0.65 1.14
C 0.32 -0.80 0.81
C 1.67 -0.58 0.52
C -0.38 0.11 -0.02
C -0.54 -0.09 -1.52
H -0.55 0.87 -2.04
C -1.52 0.88 0.60
H -1.27 1.24 1.60
H -0.04 -1.27 1.72
```

Multiplicity   1
Orbital gap   8.48 eV
Energy   -250.53341 a.u.
LUMO   -0.01 eV
Molar mass   83.13 g/mol
SMILES   [H]/N=C/C=C(C)C
Highest occupied orbital energy   -8.5 eV